No. 1
A cluster of 2 separate species, C12H32N2O7P2 in total. Source: OMol25; level of theory: the ωB97M-V functional and the def2-TZVPD basis.

Cartesian coordinates (Å):
C 2.46 -4.69 2.52
N 2.30 -5.22 1.18
C 2.49 -4.27 0.10
C 1.41 -3.20 -0.03
O 0.26 -3.70 -0.70
C -0.88 -3.86 0.14
C -1.51 -2.54 0.57
O -2.48 -2.19 -0.39
C -3.06 -0.91 -0.18
P 2.04 -1.78 -1.10
P 2.73 -0.56 0.57
O 1.66 -0.03 1.44
O 3.77 -1.48 1.37
O 3.70 0.55 -0.06
H 3.52 -4.51 2.71
H 1.91 -3.76 2.72
H 2.12 -5.43 3.25
H 1.43 -5.73 1.08
H 2.52 -4.82 -0.84
H 3.47 -3.80 0.23
H 1.14 -2.80 0.95
H -0.63 -4.47 1.02
H -1.60 -4.41 -0.46
H -1.97 -2.65 1.56
H -0.74 -1.76 0.64
H -2.66 -0.42 0.71
H -2.86 -0.27 -1.05
H -4.14 -1.02 -0.06
H 0.82 -1.07 -1.16
H 3.61 -1.38 2.32
H 3.41 0.84 -0.94
C -1.14 5.39 -2.89
O -0.56 4.10 -2.80
C 0.63 4.04 -2.03
C 0.41 3.26 -0.75
N -0.46 3.96 0.18
C -0.85 3.16 1.34
C -1.61 1.87 1.09
O -2.92 2.04 0.59
C -3.01 2.20 -0.82
H -1.94 5.33 -3.62
H -1.56 5.73 -1.93
H -0.41 6.13 -3.22
H 1.00 5.04 -1.80
H 1.39 3.53 -2.63
H 1.38 3.10 -0.26
H 0.02 2.27 -1.02
H -1.29 4.26 -0.32
H -1.45 3.80 1.99
H 0.06 2.91 1.89
H -1.72 1.37 2.06
H -1.04 1.18 0.45
H -2.24 1.63 -1.34
H -2.93 3.25 -1.13
H -3.99 1.83 -1.12

Values from the calculation:
frontier orbital gap: 9.0 eV
E_HOMO: -8.658 eV
charge: 0
SMILES: CNC[C@H](OCCOC)PP(=O)(O)O.COCCNCCOC

=====

No. 2
The ion C4H10N3O2S with charge +1 at a distorted geometry. Source: OMol25; level of theory: the ωB97M-V functional and the def2-TZVPD basis.

Cartesian coordinates (Å):
C -0.97 -1.23 -0.09
C 1.48 -1.36 0.45
C -2.85 0.06 -0.64
C 1.89 1.59 0.91
N -0.85 1.10 0.02
N -1.48 0.06 -0.12
N 0.26 -1.70 0.18
O 1.43 0.37 -1.54
O 3.59 0.00 -0.29
S 2.15 0.23 -0.31
H -1.69 -1.98 -0.22
H 2.33 -2.00 0.37
H -3.36 1.04 -0.36
H -2.86 0.07 -1.72
H -3.26 -0.87 -0.27
H 2.44 1.33 1.86
H 2.30 2.49 0.50
H 0.78 1.47 1.16
H -1.38 1.97 -0.11
H 0.05 -2.65 0.20

Values from the calculation:
frontier orbital gap (spin up / spin down): 7.5 / 7.5 eV
E_HOMO (spin up / spin down): -13.359 / -13.344 eV
charge: +1
SMILES: [H]/N=[N+](C)/C=[NH+]\C=[S@](C)(=O)[O-]

=====

No. 3
A structure of composition C21H48AsCl10F6N4O5 at a distorted geometry. Source: OMol25; level of theory: the ωB97M-V functional and the def2-TZVPD basis.

Cartesian coordinates (Å):
As 0.06 0.33 0.27
F 0.04 -0.66 -1.18
F 1.73 -0.22 0.70
F 0.14 1.33 1.72
F -1.66 0.87 -0.14
F -0.62 -1.11 1.22
F 0.63 1.76 -0.68
Cl 3.87 3.13 4.28
C 3.06 2.05 3.13
C 3.54 0.60 3.44
Cl 5.28 0.46 3.30
H 3.28 2.39 2.12
H 2.00 2.20 3.36
H 2.97 -0.10 2.83
H 3.29 0.31 4.46
Cl 1.16 -2.56 -3.97
C 1.75 -3.14 -2.45
C 0.69 -3.76 -1.48
Cl 0.08 -5.41 -2.07
H 2.23 -2.28 -1.98
H 2.55 -3.87 -2.56
H -0.18 -3.10 -1.48
H 1.04 -3.80 -0.45
Cl -3.25 3.48 3.11
C -3.98 2.14 2.14
C -5.46 2.44 1.73
Cl -6.10 1.31 0.55
H -3.85 1.20 2.68
H -3.31 2.06 1.28
H -5.45 3.45 1.32
H -6.13 2.34 2.58
Cl 2.33 1.68 -3.80
C 0.63 1.17 -3.95
C 0.01 1.63 -5.24
Cl -0.22 3.38 -5.34
H 0.20 1.59 -3.04
H 0.70 0.09 -3.82
H -0.91 1.06 -5.25
H 0.64 1.27 -6.05
Cl -5.62 -1.74 2.40
C -3.96 -2.11 1.88
C -3.81 -1.93 0.39
Cl -4.49 -3.33 -0.48
H -3.69 -3.16 2.01
H -3.18 -1.52 2.36
H -2.75 -1.85 0.14
H -4.42 -1.10 0.06
C -4.83 -0.90 -4.29
C -3.69 0.03 -3.87
C -2.28 -0.68 -3.68
O -3.49 0.90 -4.99
H -4.98 -1.75 -3.62
H -4.75 -1.10 -5.36
H -5.72 -0.29 -4.11
H -4.04 0.57 -2.99
H -2.24 -1.45 -2.91
H -1.58 0.10 -3.40
H -1.90 -1.12 -4.59
H -2.95 0.38 -5.59
O 4.33 -2.73 -0.21
C 3.90 -3.22 0.87
N 2.88 -2.53 1.35
C 4.55 -4.38 1.63
H 2.17 -2.93 1.95
H 2.76 -1.70 0.79
H 5.62 -4.42 1.42
H 4.16 -5.36 1.37
H 4.47 -4.28 2.71
O -1.00 -1.52 6.29
C -1.10 -1.13 5.14
N -0.61 -1.85 4.21
C -1.84 0.14 4.69
H -0.34 -2.77 4.53
H -0.88 -1.69 3.25
H -1.09 0.85 4.35
H -2.35 0.58 5.55
H -2.65 0.04 3.97
O -1.34 5.92 -0.41
C -0.70 4.97 -0.12
N -0.60 3.96 -0.95
C 0.03 4.96 1.13
H -1.16 4.08 -1.78
H -0.13 3.09 -0.73
H -0.67 5.01 1.97
H 0.73 5.79 1.14
H 0.65 4.06 1.23
O 7.09 1.45 -1.22
C 6.26 0.63 -0.84
N 6.69 -0.55 -0.45
C 4.79 0.92 -0.71
H 7.66 -0.83 -0.55
H 6.07 -1.26 -0.10
H 4.22 0.27 -1.37
H 4.62 1.95 -1.05
H 4.38 0.81 0.29

Values from the calculation:
frontier orbital gap: 8.6 eV
E_HOMO: -7.119 eV
charge: -1

=====

No. 4
An isolated molecule of C5H8N2O2 at a distorted geometry. Source: OMol25; level of theory: the ωB97M-V functional and the def2-TZVPD basis.

Cartesian coordinates (Å):
C -0.71 0.18 -0.12
C 0.24 -2.21 -0.15
C -0.18 1.58 0.09
C 0.53 -0.75 0.06
C 1.64 0.18 -0.35
N 1.17 1.49 -0.38
N 2.97 -0.13 -0.03
O 3.31 -1.29 0.21
O 3.77 0.89 0.02
H -1.36 -0.31 0.67
H -0.96 0.02 -1.15
H 1.12 -2.92 -0.26
H -0.70 -2.55 0.19
H -0.84 2.24 -0.42
H -0.29 1.85 1.27
H 0.75 -0.98 1.06
H 1.84 2.31 -0.37

Values from the calculation:
frontier orbital gap (spin up / spin down): 8.0 / 7.4 eV
E_HOMO (spin up / spin down): -7.989 / -8.389 eV
charge: 0